Here is one molecule with the formula C3HN3O from the Open Molecules 2025 dataset. Energies are from the ωB97M-V functional and the def2-TZVPD basis.

## Properties
Kohn-Sham gap (eV): 9.26
SMILES string: N#CC(C#N)N=O
Charge: 0

Geometry as XYZ:
```
8
Properties=species:S:1:pos:R:3:forces:R:3
C -0.33032 1.45298 -1.02126 1.788 -1.148 0.240
C -1.20392 -0.67827 -1.04404 -0.974 -1.161 -0.400
C 0.02585 0.02886 -0.80330 -1.051 0.675 4.624
N -0.40171 2.58978 -0.99670 -0.428 0.969 -0.245
N -2.22472 -1.19125 -1.15680 0.264 0.040 -0.046
N 1.14819 -0.53836 -1.57975 1.654 -0.357 -0.751
O 2.09790 -0.87757 -0.93499 -1.355 0.529 -0.216
H 0.17210 -0.10276 0.43712 0.102 0.453 -3.207
```
Forces are in eV/Å.